(1)
C43H60BN10Re as an isolated structure in a non-equilibrium geometry. Source: OMol25; level of theory: the ωB97M-V functional and the def2-TZVPD basis.

The geometry in ORCA input format:
```
! RIJCOSX wB97M-V def2-TZVPD def2/J DEFGRID3
* xyz 3 2
Re 0.0323 0.4327 0.2891
N -0.6719 1.1821 -1.5911
N -0.9911 0.0724 -2.3416
N -2.3464 0.0951 0.3363
N -1.0058 1.7502 1.9753
N 1.3260 -0.9400 -1.9515
N 1.6502 -0.5287 -0.6781
N 1.4833 2.0457 0.1991
N -0.6013 -2.2089 -0.1590
N 0.5456 -0.5130 2.1638
N -0.6358 -2.3179 -1.5271
C -1.1813 -3.4824 -1.9262
C 2.0523 2.2068 -1.0219
C 2.7330 3.9365 0.9421
C -3.0328 -0.8962 -0.2694
C 3.4938 -1.1793 -1.7508
C -4.4545 0.9531 1.1120
C 1.8323 -2.0732 3.4376
C 3.3192 4.0839 -0.3029
C -1.5309 -3.7446 1.7207
C -1.9500 -2.5499 2.5787
C -5.1392 -0.0935 0.5215
C -2.3405 2.1663 1.5376
C 1.4173 -1.5317 2.2375
C 4.0793 -0.4338 0.5598
C 2.9698 3.1900 -1.3023
C -1.3771 2.2354 -2.1439
C 2.4179 -1.3431 -2.6034
C -1.2868 -3.9698 -3.3334
C -1.1400 4.3654 -3.3567
C -2.1865 1.7261 -3.1452
C 3.0290 -0.6640 -0.5541
C -1.1305 0.8723 3.1677
C -1.5988 -4.1284 -0.7884
C -1.9169 0.3745 -3.2536
C 2.4392 -1.8862 -3.9891
C -3.0810 1.0154 0.9905
C -2.4958 -0.5871 -4.2282
C 1.3342 -1.5575 4.6196
C 3.6495 0.1404 1.9219
C 5.1769 0.4960 -0.0015
C 0.0099 -0.0661 3.3154
C 1.1985 2.7938 2.5263
C -1.3519 3.7572 -1.9500
C -0.2879 -4.4869 2.2466
C -4.4077 -1.0212 -0.1928
C -1.2458 -3.3229 0.2948
C -2.7150 4.2689 -1.4249
C -2.6864 -4.7565 1.7608
C -0.2332 4.2951 -1.0755
C 1.8292 2.9155 1.1824
C 0.3906 -0.5420 4.5498
C -0.2964 2.9850 2.3927
C 4.7309 -1.8082 0.8264
B -0.1037 -1.2163 -2.4100
H -2.9047 -1.4669 -3.7304
H -2.0309 4.2842 -3.9767
H 2.0853 -2.9187 -4.0009
H -6.2151 -0.1715 0.6085
H -2.9128 5.2584 -1.8369
H -4.9790 1.7242 1.6605
H -4.8856 -1.8511 -0.6941
H -3.2946 -0.1036 -4.7854
H -0.4984 3.7587 1.6619
H -0.2333 3.8356 -0.0960
H 1.5971 3.5677 3.1790
H -2.9215 -4.9843 2.8012
H 2.9768 4.6171 1.7465
H 3.9916 -2.5582 1.1175
H 3.5814 -0.6367 2.6767
H -0.3679 5.3696 -0.9480
H 4.4058 0.8455 2.2686
H -3.0074 -2.3262 2.4156
H -1.2447 1.4825 4.0651
H -1.7423 -0.9178 -4.9449
H 3.3948 3.2502 -2.2946
H -2.1004 -5.0794 -0.7531
H 5.4527 -1.7080 1.6377
H -0.1948 -5.4453 1.7353
H 1.8120 -1.3095 -4.6646
H -0.0517 -0.1294 5.4470
H -0.3874 -4.6848 3.3154
H -2.4835 -1.6005 -0.8529
H -2.0373 0.2714 3.0661
H -2.8736 2.2730 -3.7672
H -1.3836 -1.6619 2.3206
H 0.6281 -3.9373 2.0655
H 0.7388 4.1396 -1.5414
H -1.8200 -2.7706 3.6388
H 6.0597 0.4085 0.6321
H -0.3472 -4.4268 -3.6507
H -3.5863 -4.3563 1.2896
H -0.9111 5.4265 -3.2516
H 4.8599 1.5362 0.0135
H 1.7322 1.5394 -1.8050
H 4.5136 -1.4245 -1.9908
H 1.7904 -1.9068 1.2967
H -2.8868 2.6417 2.3570
H 5.4699 0.2403 -1.0175
H -3.5409 3.6180 -1.7112
H 4.0284 4.8807 -0.4868
H 1.4398 1.8365 2.9883
H 1.6544 -1.9485 5.5764
H 5.2634 -2.1857 -0.0451
H 2.5426 -2.8883 3.4383
H 3.4605 -1.8782 -4.3621
H -2.0521 -4.7411 -3.3864
H -0.3101 3.8881 -3.8800
H -0.7228 3.3283 3.3379
H -2.7227 4.3893 -0.3413
H -0.0882 -1.5764 -3.5390
H -1.5280 -3.1891 -4.0471
H -2.4255 -5.6950 1.2749
H -2.2115 2.8991 0.7446
H 2.7072 0.6618 1.8914
*
```

M	914.042	g/mol
LUMO (spin up / spin down)	-10.019 / -10.062	eV
HOMO-LUMO gap (spin up / spin down)	6.34 / 6.31	eV
energy above the lowest of the compared OMol25 structures with the same formula, charge and spin	55.7	kJ/mol

Löwdin atomic charge list, values in e, 4 entries:
1 Re 1.78
2 N -0.05
3 N 0.02
4 N 0.06

---

(2)
A 9-piece molecular cluster, C43H60N5O25P3 overall in a non-equilibrium geometry. Source: OMol25; level of theory: the ωB97M-V functional and the def2-TZVPD basis.

The geometry in ORCA input format:
```
! RIJCOSX wB97M-V def2-TZVPD def2/J DEFGRID3
* xyz 0 1
P 4.3347 -3.1974 -7.3858
P -5.5590 1.1803 -6.3545
P -2.2769 -7.4283 -0.5175
O 5.3391 7.0110 -1.8044
O 5.1305 -7.1767 2.9343
O -6.1527 0.7614 -4.9050
O 2.6858 10.6144 0.7447
O -3.1113 -8.0538 -1.6717
O 4.5503 0.6306 3.9551
O 3.5585 -2.3813 -6.2174
O -2.9792 -8.1187 0.7887
O 0.9766 2.8894 8.4426
O -0.8033 -8.2703 -0.6547
O 4.7582 3.0079 3.9063
O 3.8289 -2.4262 -8.7586
O -6.1379 2.6850 3.3382
O 3.1747 1.9204 2.5801
O 3.6458 -4.6320 -7.4714
O -6.2563 3.4438 5.4068
O 6.2880 8.0251 -3.4257
O 6.8285 -5.9474 3.6123
O -2.1326 -5.9612 -0.6509
O -4.1286 1.6086 -6.3285
O 5.8289 -3.2140 -7.2352
O 1.6767 2.2058 10.3705
O 2.0121 10.4846 2.7927
O -5.8108 -0.1852 -7.1942
O -6.6677 2.2491 -6.8511
N 5.8806 -6.7429 3.7726
N 1.1030 2.0423 9.3294
N 5.5190 7.1383 -3.0050
N 1.9746 10.1988 1.6197
N -6.4375 3.5372 4.1973
C 0.7680 -0.4994 9.8060
C 0.3333 -1.7366 9.4227
C 3.5370 4.1409 -4.0913
C 4.8100 4.9391 -6.0258
C 5.8851 -8.7450 5.1955
C 0.9269 9.2305 1.2173
C 3.8426 4.0882 -5.4117
C 1.0643 1.1487 1.5460
C 5.8346 -7.3594 5.1333
C 0.0603 8.5994 2.1751
C -0.3124 -1.8119 8.1736
C -0.7058 -9.6788 -0.1686
C -5.5769 -0.2636 -8.6056
C -8.7366 6.5978 3.9895
C 2.4039 0.7425 2.2106
C -0.2797 0.5609 7.8681
C 5.9448 -6.5770 6.3449
C 0.5344 0.6653 9.0305
C 4.2394 -5.7203 -8.1785
C -7.9916 1.8174 -6.8023
C -7.3224 4.6764 3.6893
C -7.8553 5.6667 4.5156
C 6.0921 -7.2876 7.5541
C 6.1427 -9.4018 6.4233
C 4.6941 4.1440 3.0886
C 5.3061 5.9593 -5.2358
C -4.3184 -7.7311 1.1063
C -7.6313 4.7242 2.3069
C 2.5309 -2.4779 -9.1944
C -5.5254 -0.1308 -4.0619
C -0.7442 -0.6790 7.4744
C -0.8659 7.2450 0.4024
C 0.8152 8.7847 -0.1500
C -0.7672 7.6034 1.7626
C 4.0359 5.1470 -3.3125
C -4.2592 -7.4784 -2.2209
C -8.5978 5.5742 1.7823
C 6.2994 -8.6660 7.5535
C -0.0478 7.7815 -0.6118
C 4.9834 6.0457 -3.8733
C 3.7776 -2.7345 -4.7892
C 4.1786 1.7511 3.5295
C -9.1810 6.4245 2.6943
H 6.0161 -6.7479 8.4865
H 0.1310 8.8060 3.2328
H -4.8467 0.5025 -3.4906
H 1.3235 9.3650 -0.9059
H 4.5945 -2.0877 -4.4694
H -0.8330 -10.4784 -0.8983
H -1.4836 -0.7892 6.6950
H -0.2507 7.4762 -1.6277
H 4.1354 -3.7635 -4.7530
H 5.7152 -9.2995 4.2844
H 5.2781 -5.5895 -8.4822
H 0.2391 -9.8569 0.3448
H -9.2373 7.2437 4.6956
H -1.5179 6.4188 0.1603
H -0.6459 1.4467 7.3703
H 5.5005 4.3470 2.3839
H -4.0367 -7.1051 -3.2205
H -8.0259 0.9252 -7.4275
H -5.0427 -1.1803 -8.8555
H -7.3513 3.8934 1.6762
H 3.7576 4.2297 2.5376
H 3.8026 4.9869 -2.2702
H 0.8042 -2.5078 10.0142
H -5.1352 -8.3431 0.7236
H -4.6390 -6.6460 -1.6285
H -6.1930 -0.5819 -3.3278
H 4.7522 4.9535 3.8162
H 5.9841 6.7232 -5.5867
H -1.3191 6.9384 2.4104
H 1.0783 1.7094 0.6114
H 2.9484 3.3499 -3.6506
H -8.7712 2.4157 -7.2741
H 3.0919 0.1119 1.6475
H 4.3348 -6.5953 -7.5356
H 1.2266 -0.3278 10.7687
H -5.0584 -8.2172 -2.2813
H 6.2473 -10.4425 6.6922
H 2.3270 -3.2302 -9.9564
H -10.1022 6.9286 2.4422
H -0.5345 -2.7940 7.7829
H 1.7336 -2.6487 -8.4711
H 2.8194 -2.6441 -4.2774
H 5.9912 -5.4981 6.3321
H -5.0365 -0.9884 -4.5239
H 3.4217 3.3073 -6.0277
H -6.5506 -0.3871 -9.0796
H 6.6390 -9.1766 8.4425
H 2.2016 0.1302 3.0893
H -1.5386 -9.7864 0.5262
H -8.2698 1.7091 -5.7540
H 4.9596 5.0084 -7.0931
H -4.3371 -7.7125 2.1960
H 0.4419 1.8737 2.0707
H 2.2731 -1.5836 -9.7619
H 0.5879 0.2183 1.2372
H -8.9195 5.5744 0.7513
H -4.4872 -6.6584 1.0120
H 3.6494 -6.0177 -9.0454
H -7.8882 5.5913 5.5925
H -4.9176 0.5229 -8.9727
*
```

M	1139.885	g/mol
LUMO	-0.729	eV
SMILES string	O=[N+]([O-])c1ccccc1.O=[N+]([O-])c1ccccc1.O=[N+]([O-])c1ccccc1.O=[N+]([O-])c1ccccc1.O=[N+]([O-])c1ccccc1.COP(=O)(OC)OC.COP(=O)(OC)OC.COP(=O)(OC)OC.CCOC(=O)OC
HOMO-LUMO gap	9.10	eV
energy above the lowest of the compared OMol25 structures with the same formula, charge and spin	689.5	kJ/mol

Löwdin atomic charge list, values in e, 4 entries:
1 P 0.46
2 P 0.47
3 P 0.46
4 O 0.06

---

Q: The lowest M belongs to which entry?
A: C43H60BN10Re